1.
C3H12N2O2 | the ωB97M-V functional and the def2-TZVPD basis

Calculated values
**Gap between HOMO and LUMO**: 9.1 eV
**Relative energy (zero: lowest compared OMol25 entry of this formula, charge and spin)**: 33.5 kcal per mole
**Energy**: -381.4615 Eh
**LUMO level**: 0.01941 Eh
**Total charge**: 0

Geometry (Å):
C1 2.31 -0.35 0.94
C2 0.82 -0.16 0.76
N1 0.07 -1.33 0.34
C3 0.29 1.05 0.65
N2 -1.11 1.31 0.72
H1 2.75 -0.63 -0.02
H2 2.49 -1.15 1.65
H3 2.75 0.56 1.33
H4 0.65 -1.79 -0.36
H5 0.04 -1.99 1.10
H6 0.92 1.92 0.56
H7 -1.60 1.05 -0.13
H8 -1.20 2.30 0.87
O1 -0.65 1.10 -2.93
H9 0.25 0.75 -2.92
H10 -1.20 0.42 -2.50
O2 -2.83 -1.00 -0.28
H11 -1.91 -1.27 -0.43
H12 -2.82 -0.80 0.66

2.
C3H12N2O2 | the ωB97M-V functional and the def2-TZVPD basis

Calculated values
**Gap between HOMO and LUMO**: 9.7 eV
**Relative energy (zero: lowest compared OMol25 entry of this formula, charge and spin)**: 23.4 kcal per mole
**Energy**: -381.4776 Eh
**LUMO level**: 0.03006 Eh
**Total charge**: 0

Geometry (Å):
H1 -0.24 1.75 -2.28
N1 0.27 0.95 -1.93
C1 0.50 1.14 -0.68
N2 0.86 0.24 0.25
C2 0.69 0.46 1.67
C3 -0.73 0.72 2.11
H2 0.07 2.00 -0.15
H3 1.35 -0.59 -0.08
H4 1.26 1.36 1.97
H5 1.22 -0.37 2.14
H6 -1.18 1.48 1.49
H7 -0.82 0.87 3.18
H8 -1.35 -0.18 1.92
O1 -1.55 -1.09 -1.85
H9 -1.03 -0.31 -2.12
H10 -1.64 -1.67 -2.61
O2 1.09 -2.16 -1.21
H11 1.04 -2.64 -0.38
H12 0.18 -1.96 -1.43

3.
C3H12N2O3 | the ωB97M-V functional and the def2-TZVPD basis

Calculated values
**Gap between HOMO and LUMO**: 5.4 eV
**Relative energy (zero: lowest compared OMol25 entry of this formula, charge and spin)**: 153.4 kcal per mole
**Energy**: -456.5256 Eh
**LUMO level**: -0.13531 Eh
**Total charge**: 0

Geometry (Å):
N1 -0.31 1.51 -0.28
C1 -1.39 0.66 -0.49
C2 -2.49 0.56 0.58
C3 -0.58 -0.83 -0.49
N2 0.11 -0.93 0.74
O1 -1.41 -1.76 -0.72
H1 -0.47 2.48 -0.02
H2 0.66 1.18 -0.48
H3 -1.70 0.74 -1.53
H4 -2.09 0.99 1.50
H5 -2.80 -0.47 0.70
H6 -3.39 1.16 0.39
H7 0.19 -1.89 1.07
H8 1.06 -0.53 0.67
H9 3.88 -1.53 0.88
H10 2.74 -0.70 0.02
O2 2.95 -1.33 0.76
H11 0.22 -0.63 -1.26
H12 2.78 0.96 -1.05
O3 2.03 0.37 -0.99

4.
C3H12N2O3 | the ωB97M-V functional and the def2-TZVPD basis

Calculated values
**Gap between HOMO and LUMO**: 9.6 eV
**Relative energy (zero: lowest compared OMol25 entry of this formula, charge and spin)**: 23.3 kcal per mole
**Energy**: -456.7331 Eh
**LUMO level**: 0.02191 Eh
**Total charge**: 0

Geometry (Å):
C1 0.73 -1.56 -0.50
N1 0.68 -0.92 0.83
C2 0.14 0.46 0.84
C3 1.21 1.32 0.21
N2 2.05 1.97 1.06
O1 1.43 1.34 -0.99
H1 -0.03 -1.23 -1.20
H2 0.65 -2.65 -0.41
H3 1.75 -1.42 -0.88
H4 0.02 -1.46 1.39
H5 -0.02 0.71 1.89
H6 -0.82 0.64 0.35
H7 1.92 1.96 2.06
H8 2.77 2.51 0.64
O2 -1.87 0.80 -1.48
H9 -1.81 0.54 -2.41
H10 -1.45 1.67 -1.40
O3 -2.35 -1.88 0.20
H11 -2.00 -0.98 0.30
H12 -3.00 -1.82 -0.51